Record 1
This record from the OMol25 dataset describes C5H12NO as an isolated structure. The level of theory is the ωB97M-V functional and the def2-TZVPD basis.

ORCA input file:
```
! wB97M-V def2-TZVPD RIJCOSX def2/J DEFGRID3
* xyz 1 1
C 1.39044 -0.83778 -0.53551
C 1.80020 0.22262 0.32685
C 1.21517 1.54957 0.29331
C 0.17567 -1.33778 1.67746
C -2.92580 0.19985 0.35878
N 0.85232 -0.79920 0.78490
O -1.79178 -0.11279 0.62866
H 0.56009 -0.69576 -1.25243
H 2.08812 -1.66554 -0.95130
H 2.68654 0.12805 0.91330
H 1.04556 1.88055 1.39942
H 0.24936 1.68945 -0.11342
H 1.82004 2.29594 -0.27525
H -0.18169 -2.37321 1.54603
H 0.08664 -0.88851 2.66498
H -0.92091 -0.10958 -3.59418
H -1.04388 0.13960 -4.35372
H -3.82731 -0.48221 0.51687
H -3.27878 1.19674 -0.03476
*
```

ΔE to the lowest compared entry with this formula, charge and spin = 420.5 kJ/mol
E_HOMO = -14.12 eV
maximum force = 0.095 Eh/bohr
HOMO-LUMO gap = 10.02 eV
LUMO energy = -4.101 eV


Record 2
This record from the OMol25 dataset describes an isolated ion of composition C5H12NO and charge +1. The level of theory is the ωB97M-V functional and the def2-TZVPD basis.

ORCA input file:
```
! wB97M-V def2-TZVPD RIJCOSX def2/J DEFGRID3
* xyz 1 1
C 2.33631 -0.47325 -0.28927
C 1.10359 -0.34152 0.52323
C 0.33345 1.01343 0.54146
N -0.95912 0.38992 0.41210
C -2.09315 1.10873 -0.21376
C -0.46226 -0.80884 -0.31311
O -1.13853 -2.01097 0.14148
H 3.27741 -0.25083 0.30759
H 2.39451 0.27831 -1.12676
H 2.35792 -1.40621 -0.70444
H 1.27039 -0.87561 1.46728
H 0.71835 1.55620 1.45685
H 0.54563 1.51911 -0.54069
H -1.44437 -0.16798 1.16281
H -1.81752 2.16289 -0.48656
H -2.44051 0.62908 -1.10025
H -2.99650 1.22861 0.52036
H -0.37555 -0.82313 -1.43390
H -0.61003 -2.72796 -0.32444
*
```

structure (SMILES) = C[C@H]1C[N@@H+](C)[C@@H]1O
ΔE to the lowest compared entry with this formula, charge and spin = 282.0 kJ/mol
E_HOMO = -14.23 eV
maximum force = 0.087 Eh/bohr
HOMO-LUMO gap = 11.42 eV
LUMO energy = -2.804 eV


Record 3
This record from the OMol25 dataset describes a 2-piece molecular cluster, C5H12NO overall. The level of theory is the ωB97M-V functional and the def2-TZVPD basis.

ORCA input file:
```
! wB97M-V def2-TZVPD RIJCOSX def2/J DEFGRID3
* xyz 1 1
C 2.94194 -1.30342 0.27629
C -0.69239 0.59926 0.24429
C -0.23941 1.86504 -0.32182
C -0.94738 0.61592 1.70514
C -1.07783 -1.00022 -1.66169
N -0.96953 -0.56673 -0.26796
O 1.97936 -0.93868 -0.34335
H 2.93338 -1.92226 1.11971
H 3.87996 -1.21746 -0.14294
H -0.12301 2.50137 0.45769
H -0.81534 2.22129 -1.22120
H 0.62504 1.68804 -0.84914
H -1.52554 -0.21914 2.17836
H -1.51889 1.48014 2.12913
H -0.08941 0.70300 2.36325
H -1.11422 -0.13438 -2.16259
H -0.14581 -1.39680 -1.93320
H -1.90851 -1.64543 -1.93834
H -1.19242 -1.32953 0.36837
*
```

ΔE to the lowest compared entry with this formula, charge and spin = 182.4 kJ/mol
E_HOMO = -13.83 eV
maximum force = 0.084 Eh/bohr
HOMO-LUMO gap = 9.90 eV
LUMO energy = -3.934 eV


Record 4
This record from the OMol25 dataset describes a 2-piece molecular cluster, C5H12NO overall. The level of theory is the ωB97M-V functional and the def2-TZVPD basis.

ORCA input file:
```
! wB97M-V def2-TZVPD RIJCOSX def2/J DEFGRID3
* xyz 1 1
C -3.05378 0.81395 -0.31886
C -4.01356 -0.04763 -0.62009
C -0.70258 1.22992 -0.36926
N -1.69069 0.43803 -0.50313
H -3.20147 1.79487 0.10606
H -3.77281 -1.06364 -0.90507
H -5.04903 0.25746 -0.58894
H 0.33202 0.91076 -0.32089
H -0.88951 2.26385 -0.10319
H -1.49748 -0.51727 -0.79463
C 2.61702 -0.73326 -0.05650
O 4.01249 -0.88951 0.04339
C 2.09117 -0.53677 1.35145
H 2.39221 0.14396 -0.68118
H 2.15621 -1.61345 -0.51426
H 4.38254 -0.96253 -0.84642
H 2.55420 0.32543 1.82086
H 1.00537 -0.40360 1.34537
H 2.32767 -1.41057 1.95531
*
```

ΔE to the lowest compared entry with this formula, charge and spin = 205.5 kJ/mol
E_HOMO = -13.28 eV
maximum force = 0.022 Eh/bohr
HOMO-LUMO gap = 7.65 eV
LUMO energy = -5.626 eV


Q: What is the E_HOMO in the first record?
A: -14.12 eV